Entry 1:
Computed, not measured: 5 unconnected molecules or ions with the total composition C37H64N8O3 in a non-equilibrium geometry, with the ωB97M-V functional and the def2-TZVPD basis.

Geometry as XYZ:
```
112
C37H64N8O3, DFT the ωB97M-V functional and the def2-TZVPD basis
C -3.600 1.060 -2.891
C -2.597 2.131 -2.452
C -1.887 1.707 -1.134
C -2.102 2.736 0.009
C -3.251 2.320 0.955
C -3.048 2.974 2.335
C -2.441 2.063 3.425
C -1.368 1.062 2.934
C -1.880 -0.398 3.070
C -1.386 -1.338 1.935
C -0.278 -2.344 2.383
C 1.001 -2.358 1.530
C 2.086 -1.274 1.724
C 2.005 -0.337 2.941
C 2.519 1.097 2.717
N 3.945 1.107 2.362
N 2.462 1.798 4.037
N 1.686 1.870 1.821
C 2.215 -0.661 0.317
O 3.012 0.045 -0.149
O 1.179 -1.136 -0.436
C 0.834 -2.464 0.005
C 1.946 -3.330 -0.674
C 2.069 -3.004 -2.173
N 3.151 -2.051 -2.494
C -0.476 -3.042 -0.544
O -1.155 -2.133 -1.408
C -2.014 -2.877 -2.241
H -3.101 0.114 -3.067
H -4.098 1.341 -3.819
H -4.343 0.951 -2.102
H -1.868 2.265 -3.251
H -3.122 3.076 -2.306
H -2.308 0.745 -0.838
H -0.831 1.550 -1.355
H -1.152 2.804 0.541
H -2.309 3.688 -0.474
H -3.283 1.235 1.027
H -4.157 2.730 0.513
H -4.040 3.259 2.697
H -2.502 3.912 2.267
H -3.230 1.569 3.990
H -1.949 2.728 4.135
H -0.479 1.230 3.533
H -1.075 1.210 1.899
H -2.962 -0.330 2.988
H -1.649 -0.819 4.048
H -1.063 -0.791 1.046
H -2.269 -1.903 1.632
H -0.717 -3.338 2.327
H -0.003 -2.134 3.415
H 1.462 -3.318 1.799
H 3.005 -1.854 1.835
H 2.655 -0.758 3.704
H 1.014 -0.280 3.388
H 4.080 1.474 1.427
H 4.386 1.789 2.971
H 3.183 1.426 4.652
H 1.562 1.564 4.444
H 2.224 2.450 1.194
H 0.997 1.315 1.333
H 1.721 -4.393 -0.571
H 2.897 -3.194 -0.149
H 1.153 -2.592 -2.595
H 2.279 -3.921 -2.727
H 3.878 -2.196 -1.803
H 2.796 -1.108 -2.400
H -1.187 -3.327 0.240
H -0.286 -3.943 -1.127
H -2.744 -2.227 -2.713
H -2.559 -3.648 -1.686
H -1.457 -3.378 -3.044
N 3.686 -0.153 -5.265
C 3.577 -0.755 -6.485
C 3.897 0.171 -7.443
C 4.217 1.381 -6.771
C 4.079 1.146 -5.428
H 3.505 -0.601 -4.381
H 3.281 -1.788 -6.567
H 3.901 -0.002 -8.507
H 4.514 2.314 -7.221
H 4.226 1.790 -4.578
N -3.087 5.506 7.985
C -3.956 4.474 7.757
C -3.226 3.396 7.335
C -1.862 3.791 7.311
C -1.809 5.097 7.719
H -3.347 6.423 8.299
H -5.014 4.596 7.914
H -3.624 2.429 7.072
H -1.017 3.186 7.026
H -0.975 5.768 7.841
N -2.886 -3.751 6.010
C -3.727 -2.970 5.266
C -4.255 -2.014 6.092
C -3.706 -2.224 7.386
C -2.864 -3.300 7.302
H -2.364 -4.535 5.662
H -3.877 -3.162 4.217
H -4.955 -1.248 5.802
H -3.907 -1.649 8.275
H -2.255 -3.783 8.047
N 4.603 -0.181 -11.359
C 4.092 -1.449 -11.324
C 3.812 -1.826 -12.611
C 4.173 -0.743 -13.456
C 4.659 0.256 -12.655
H 4.892 0.349 -10.557
H 3.972 -1.971 -10.390
H 3.396 -2.773 -12.913
H 4.085 -0.702 -14.529
H 5.038 1.235 -12.893
```

HOMO energy (eV): -8.07
Gap between HOMO and LUMO (Ha): 0.3055
SMILES: CCCCCCCCCCC[C@@H]1[C@H](CC(N)(N)N)C(=O)O[C@]1(CCN)COC.c1cc[nH]c1.c1cc[nH]c1.c1cc[nH]c1.c1cc[nH]c1


Entry 2:
Computed, not measured: 2 unconnected molecules or ions with the total composition C7H14N2 in a non-equilibrium geometry, with the ωB97M-V functional and the def2-TZVPD basis.

Geometry as XYZ:
```
23
C7H14N2, DFT the ωB97M-V functional and the def2-TZVPD basis
C -0.307 -4.270 0.019
C -1.520 -3.693 0.785
H -0.382 -4.065 -1.044
H 0.582 -3.755 0.388
H -0.236 -5.337 0.182
H -1.822 -2.740 0.364
H -1.252 -3.615 1.836
H -2.428 -4.285 0.651
C 0.926 2.340 1.198
C 0.604 1.334 2.305
C 0.486 1.779 -0.087
C 1.264 1.174 -1.119
C -0.892 0.871 -1.419
N -0.840 1.609 -0.372
N 0.420 0.538 -1.896
H 0.287 3.199 1.385
H 1.980 2.593 1.137
H 1.123 0.385 2.176
H 2.334 1.135 -1.262
H -1.667 0.428 -2.028
H 0.652 -0.204 -2.544
H -0.451 1.064 2.310
H 0.837 1.725 3.289
```

Relative energy (zero: lowest compared OMol25 entry of this formula, charge and spin) (kcal per mole): 6.1
Multiplicity: 2
HOMO energy (alpha / beta) (eV): -14.41 / -14.41
Gap between HOMO and LUMO (alpha / beta) (Ha): 0.3903 / 0.2447
<S²>: 0.7590
Charge: +1


Entry 3:
Computed, not measured: 5 unconnected molecules or ions with the total composition H8IO4, with the ωB97M-V functional and the def2-TZVPD basis.

Geometry as XYZ:
```
13
H8IO4, DFT the ωB97M-V functional and the def2-TZVPD basis
I 0.362 1.663 -0.865
O 1.057 -1.899 -0.075
H 0.583 -1.091 -0.273
H 1.972 -1.628 -0.003
O -0.599 -1.113 -3.092
H -0.259 -0.296 -2.725
H -1.395 -0.854 -3.556
O 1.921 0.755 2.282
H 1.548 1.413 2.870
H 1.426 0.852 1.469
O -2.356 0.381 1.400
H -2.610 1.224 1.776
H -1.648 0.594 0.791
```

Relative energy (zero: lowest compared OMol25 entry of this formula, charge and spin) (kcal per mole): 3.9
Multiplicity: 2
HOMO energy (alpha / beta) (eV): -11.30 / -11.24
Gap between HOMO and LUMO (alpha / beta) (Ha): 0.4191 / 0.2405
<S²>: 0.7526


Entry 4:
Computed, not measured: a molecular structure, C10H31Cu2F2N2O10S2 in a non-equilibrium geometry, with the ωB97M-V functional and the def2-TZVPD basis.

Geometry as XYZ:
```
59
C10H31Cu2F2N2O10S2, DFT the ωB97M-V functional and the def2-TZVPD basis
Cu -1.676 1.734 3.223
Cu 1.311 0.156 3.471
N 2.470 -1.270 2.395
S 2.148 -2.702 1.904
O 2.498 -3.810 2.808
O 2.158 -3.016 0.495
F 0.562 -2.512 2.186
S 4.084 -1.459 1.987
O 4.449 -0.792 0.755
O 4.873 -2.593 2.454
F 4.519 -0.383 3.089
O 0.172 1.737 4.385
H 0.055 2.617 4.793
O -0.501 0.123 2.276
H -0.455 -0.145 1.338
C -5.663 1.479 0.985
C -4.285 0.851 1.235
C -3.364 0.506 0.041
O -3.512 1.834 1.889
H -6.383 1.252 1.771
H -6.064 0.981 0.103
H -5.600 2.519 0.665
H -4.545 0.085 1.966
H -3.985 -0.094 -0.625
H -2.554 -0.134 0.389
H -2.911 1.388 -0.412
H -4.017 2.592 2.194
C -1.087 -1.426 -1.422
C -0.104 -2.168 -2.395
C -0.093 -3.616 -2.064
O -0.519 -1.766 -3.712
H -2.119 -1.643 -1.697
H -0.951 -0.355 -1.570
H -0.903 -1.581 -0.358
H 0.885 -1.747 -2.215
H 0.610 -3.959 -1.305
H 0.394 -3.961 -2.976
H -1.110 -3.963 -1.884
H 0.005 -2.266 -4.342
O -2.851 -2.004 2.246
H -2.472 -2.874 2.372
H -2.097 -1.430 2.112
C 3.589 2.518 -2.395
C 2.829 2.395 -0.948
C 1.666 1.379 -0.956
O 0.407 1.871 -1.323
C 0.089 1.893 -2.747
N 3.765 1.975 0.025
H 4.459 3.161 -2.263
H 3.131 2.801 -3.343
H 4.091 1.583 -2.646
H 2.466 3.411 -0.798
H 1.568 0.866 0.001
H 2.020 0.713 -1.742
H -0.864 2.397 -2.903
H 0.019 0.875 -3.130
H 0.767 2.552 -3.290
H 4.662 2.437 -0.023
H 3.961 0.988 -0.065
```

Multiplicity: 4
HOMO energy (alpha / beta) (eV): -6.59 / -9.10
Gap between HOMO and LUMO (alpha / beta) (Ha): 0.1839 / 0.1739
<S²>: 3.7597


Entry 5:
Computed, not measured: a molecular structure, C37H10Cl7F4N8O2SY in a non-equilibrium geometry, with the ωB97M-V functional and the def2-TZVPD basis.

Geometry as XYZ:
```
70
C37H10Cl7F4N8O2SY, DFT the ωB97M-V functional and the def2-TZVPD basis
Y 0.948 0.401 0.589
Cl 3.387 -2.373 6.428
C 2.164 -2.126 5.245
C 2.498 -1.632 4.003
C 1.540 -1.449 3.001
N 1.940 -1.092 1.715
C 3.020 -1.707 1.190
O 3.782 -2.491 1.739
C 3.204 -1.441 -0.294
C 4.007 -2.314 -1.023
C 4.139 -2.129 -2.388
C 3.482 -1.062 -2.985
C 2.709 -0.237 -2.188
N 2.553 -0.424 -0.877
C 0.181 -1.664 3.329
C -0.137 -2.186 4.581
C 0.839 -2.436 5.528
Cl 0.407 -3.144 7.032
N -0.927 -1.373 2.481
C -2.130 -0.839 3.039
O -2.212 -0.318 4.138
C -3.113 -1.016 2.015
C -4.464 -0.699 1.943
C -5.158 -0.958 0.789
C -4.479 -1.531 -0.313
C -3.158 -1.826 -0.246
N -2.478 -1.586 0.919
H 3.527 -1.397 3.786
H 4.504 -3.123 -0.508
H 4.729 -2.808 -2.987
H 3.563 -0.870 -4.045
H 2.194 0.613 -2.623
H -1.164 -2.401 4.832
H -4.928 -0.252 2.806
H -6.203 -0.712 0.713
H -5.009 -1.724 -1.230
H -2.576 -2.236 -1.057
Cl 2.985 1.682 2.853
C 1.405 2.347 3.051
C 0.427 1.737 2.270
C -0.819 2.349 2.278
Cl -1.904 1.705 1.089
C -1.140 3.437 3.075
Cl -2.711 4.116 3.066
C -0.137 3.980 3.880
Cl -0.475 5.353 4.843
C 1.158 3.455 3.850
Cl 2.416 4.210 4.743
F 0.159 3.653 -5.300
C -0.235 2.484 -4.762
C -0.757 1.518 -5.591
F -0.854 1.808 -6.902
C -1.165 0.236 -5.135
C -1.034 0.048 -3.741
C -0.509 1.019 -2.926
F -0.430 0.695 -1.571
C -0.074 2.278 -3.376
C 0.536 3.251 -2.512
C 1.018 2.833 -1.309
N 1.454 2.367 -0.327
C 0.740 4.593 -2.849
N 0.918 5.709 -3.058
F -1.404 -1.109 -3.160
C -1.629 -0.781 -6.001
C -2.156 -1.989 -5.538
N -2.625 -2.990 -5.212
C -1.573 -0.698 -7.395
N -1.513 -0.707 -8.545
S -0.089 -2.265 -0.033
C -1.164 -1.759 1.170
```

Relative energy (zero: lowest compared OMol25 entry of this formula, charge and spin) (kcal per mole): 32.6
Multiplicity: 2
HOMO energy (alpha / beta) (eV): -4.06 / -4.06
Gap between HOMO and LUMO (alpha / beta) (Ha): 0.1827 / 0.1220
<S²>: 0.7821
Charge: -1


Entry 6:
Computed, not measured: 2 unconnected molecules or ions with the total composition C5H14N2O in a non-equilibrium geometry, with the ωB97M-V functional and the def2-TZVPD basis.

Geometry as XYZ:
```
22
C5H14N2O, DFT the ωB97M-V functional and the def2-TZVPD basis
C -0.161 0.163 -1.507
C 0.981 1.078 -1.067
C 0.717 1.834 0.258
N 0.387 -0.932 2.830
C 0.746 -0.196 1.735
C 0.509 1.117 1.556
N -1.408 0.845 -1.877
H -0.375 -0.476 -0.650
H 0.121 -0.477 -2.332
H 1.302 1.821 -1.780
H 1.847 0.417 -0.914
H 1.570 2.523 0.337
H -0.205 2.375 0.024
H 0.017 -0.490 3.652
H 0.660 -1.894 2.934
H 1.302 -0.713 0.967
H 0.401 1.740 2.442
H -1.794 1.304 -1.072
H -1.285 1.512 -2.624
H -1.519 -2.240 -1.147
H -0.623 -3.304 -1.893
O -1.409 -3.173 -1.349
```

Relative energy (zero: lowest compared OMol25 entry of this formula, charge and spin) (kcal per mole): 21.1
Multiplicity: 2
HOMO energy (alpha / beta) (eV): 1.29 / -4.40
Gap between HOMO and LUMO (alpha / beta) (Ha): 0.0988 / 0.3015
<S²>: 0.7504
Charge: -1


Entry 7:
Computed, not measured: a single C3H3NO3 molecule in a non-equilibrium geometry, with the ωB97M-V functional and the def2-TZVPD basis.

Geometry as XYZ:
```
10
C3H3NO3, DFT the ωB97M-V functional and the def2-TZVPD basis
C -1.098 0.842 0.278
C -2.118 1.425 0.332
C -0.008 -0.088 0.074
N -4.486 1.253 0.061
O -5.481 1.794 0.362
O -4.253 0.331 -0.626
O -3.384 1.877 0.659
H -0.151 -1.037 -0.353
H 0.923 0.332 -0.483
H 0.208 -0.333 1.141
```

Relative energy (zero: lowest compared OMol25 entry of this formula, charge and spin) (kcal per mole): 176.9
HOMO energy (eV): -10.20
Gap between HOMO and LUMO (Ha): 0.3881
SMILES: CC#CO[N+](=O)[O-]


Entry 8:
Computed, not measured: a single C3H5N3 molecule in a non-equilibrium geometry, with the ωB97M-V functional and the def2-TZVPD basis.

Geometry as XYZ:
```
11
C3H5N3, DFT the ωB97M-V functional and the def2-TZVPD basis
C 0.790 -0.938 -1.494
C -0.564 -0.087 0.179
C -1.584 0.511 1.053
N -0.387 -0.594 -0.917
N 1.874 -0.478 -0.997
N 1.821 0.122 0.136
H 0.972 -1.611 -2.305
H -2.003 1.407 0.666
H -2.337 -0.105 1.283
H -1.026 0.936 1.956
H 2.441 0.837 0.439
```

Relative energy (zero: lowest compared OMol25 entry of this formula, charge and spin) (kcal per mole): 103.7
HOMO energy (eV): -7.66
Gap between HOMO and LUMO (Ha): 0.2896


Entry 9:
Computed, not measured: a gas-phase ion, C18H28BrN2O4 (charge +1), with the ωB97M-V functional and the def2-TZVPD basis.

Geometry as XYZ:
```
53
C18H28BrN2O4, DFT the ωB97M-V functional and the def2-TZVPD basis
C -1.746 2.212 1.633
H -2.720 1.786 1.410
C -1.683 3.660 1.163
H -0.724 4.098 1.461
H -2.454 4.227 1.686
C -1.924 3.821 -0.342
C -0.793 3.263 -1.198
N 0.436 4.079 -1.013
H 0.521 4.226 0.006
H 0.313 4.993 -1.461
C 1.697 3.418 -1.473
C 1.922 2.206 -0.615
C 2.060 2.377 0.753
C 2.061 1.264 1.572
C 1.965 -0.032 1.067
C 1.957 -0.200 -0.338
C 1.884 0.922 -1.151
H 1.806 0.807 -2.219
O 1.976 -1.474 -0.803
C 1.876 -1.700 -2.192
H 2.707 -1.241 -2.733
H 0.924 -1.333 -2.588
H 1.927 -2.781 -2.315
O 1.936 -1.010 1.990
C 1.266 -2.220 1.729
H 1.161 -2.688 2.711
C -0.112 -1.965 1.105
O -0.467 -0.831 0.817
N -0.884 -3.040 0.899
C -0.543 -4.431 1.111
H 0.427 -4.541 1.590
C -0.550 -5.150 -0.247
O -1.793 -5.014 -0.888
C -2.123 -3.661 -1.094
H -3.102 -3.656 -1.576
C -2.167 -2.896 0.232
H -2.354 -1.835 0.068
H -2.948 -3.315 0.873
H -1.385 -3.191 -1.763
H -0.389 -6.221 -0.115
H 0.251 -4.736 -0.880
H -1.311 -4.878 1.752
H 1.862 -2.862 1.070
Br 2.108 1.480 3.450
H 2.152 3.355 1.204
H 1.592 3.148 -2.524
H 2.514 4.136 -1.369
H -0.565 2.241 -0.891
H -1.061 3.267 -2.256
H -2.082 4.875 -0.584
H -2.838 3.288 -0.603
H -0.989 1.583 1.171
H -1.597 2.168 2.707
```

Relative energy (zero: lowest compared OMol25 entry of this formula, charge and spin) (kcal per mole): 0.0
HOMO energy (eV): -11.02
Gap between HOMO and LUMO (Ha): 0.3068
SMILES: CCCC[NH2+]Cc1cc(Br)c(OCC(=O)N2CCOCC2)c(OC)c1
Charge: +1


Entry 10:
Computed, not measured: 2 unconnected molecules or ions with the total composition C3H6N2O, with the ωB97M-V functional and the def2-TZVPD basis.

Geometry as XYZ:
```
12
C3H6N2O, DFT the ωB97M-V functional and the def2-TZVPD basis
C 2.359 -0.111 0.131
N -1.102 0.165 0.390
C -1.564 -0.825 -0.172
N -2.008 -1.875 -0.585
C -1.650 1.459 0.384
O -1.001 2.432 0.645
H 2.244 -1.110 0.561
H 3.354 0.273 0.370
H 2.246 -0.168 -0.955
H 1.595 0.552 0.542
H -1.744 -2.300 -1.461
H -2.729 1.507 0.149
```

Relative energy (zero: lowest compared OMol25 entry of this formula, charge and spin) (kcal per mole): 40.5
HOMO energy (eV): -10.58
Gap between HOMO and LUMO (Ha): 0.4082
SMILES: N=C=NC=O.C


Entry 11:
Computed, not measured: a single C5H10S molecule in a non-equilibrium geometry, with the ωB97M-V functional and the def2-TZVPD basis.

Geometry as XYZ:
```
16
C5H10S, DFT the ωB97M-V functional and the def2-TZVPD basis
C -2.459 0.102 0.272
C -1.106 0.294 -0.426
C 0.198 1.188 -0.076
C 1.060 0.188 0.426
C 2.425 0.100 -0.065
H -2.762 1.139 0.233
H -2.401 0.015 1.505
H -3.058 -0.745 -0.119
H -1.334 0.541 -1.471
H -0.406 2.240 0.291
H 0.456 1.352 -1.107
H 1.334 0.158 1.681
H 2.510 -0.084 -1.076
H 2.987 0.902 0.412
H 2.762 -0.789 0.441
S -0.050 -0.997 -0.098
```

Relative energy (zero: lowest compared OMol25 entry of this formula, charge and spin) (kcal per mole): 91.1
HOMO energy (eV): -8.32
Gap between HOMO and LUMO (Ha): 0.3411


Entry 12:
Computed, not measured: a single C2H2O2S2 molecule in a non-equilibrium geometry, with the ωB97M-V functional and the def2-TZVPD basis.

Geometry as XYZ:
```
8
C2H2O2S2, DFT the ωB97M-V functional and the def2-TZVPD basis
C -1.047 0.865 0.602
C 0.108 1.220 0.568
O 3.449 -0.218 -0.573
O 2.082 -1.123 1.178
S 1.699 1.719 0.344
S 2.167 -0.271 0.032
H -2.071 0.812 0.387
H 1.199 -0.707 -0.882
```

Relative energy (zero: lowest compared OMol25 entry of this formula, charge and spin) (kcal per mole): 80.0
HOMO energy (eV): -10.08
Gap between HOMO and LUMO (Ha): 0.3579
SMILES: C#CS[SH](=O)=O